{
  "formula": "C4H9O2",
  "method": "ωB97M-V/def2-TZVPD",
  "max_force_ha_per_bohr": 0.067,
  "total_charge": -1,
  "e_tot_ha": -308.3121,
  "gap_ev": 8.21,
  "species": ["C", "C", "H", "H", "H", "H", "H", "H", "C", "C", "O", "O", "H", "H", "H"],
  "xyz": [[-1.08, 1.18, -0.14], [-2.27, 0.68, -1.07], [-0.77, 0.50, 0.68], [-0.04, 1.06, -0.76], [-1.25, 2.21, 0.23], [-2.57, 1.66, -1.40], [-3.07, 0.29, -0.51], [-1.92, 0.03, -1.85], [2.12, -1.27, 1.21], [1.41, -0.90, -0.05], [0.63, -1.68, -0.59], [1.82, 0.18, -0.49], [1.60, -0.79, 2.07], [3.13, -0.83, 1.16], [2.25, -2.31, 1.50]],
  "mulliken_charge": [-0.6706, -0.8276, 0.1181, 0.1889, 0.3841, 0.2547, 0.2706, 0.2668, -0.8325, 0.6078, -0.7103, -0.7549, 0.1441, 0.2554, 0.3055]
}